The following is a DFT calculation (ωB97M-V/def2-TZVPD) of 2 unconnected molecules or ions with the total composition C4H9NO at a distorted geometry.

The geometry in XYZ format:
```
15
Properties=species:S:1:pos:R:3
C 0.465 0.533 2.044
C 0.774 -0.771 1.843
N 1.546 -1.397 2.794
H 0.422 0.832 3.090
H 0.400 1.361 1.323
H 0.575 -1.240 0.883
H 1.908 -0.817 3.527
H 1.635 -2.390 2.658
C -0.493 -0.246 -2.534
C -1.379 0.734 -2.733
O -1.457 1.848 -1.911
H 0.001 -0.779 -3.345
H -0.339 -0.884 -1.664
H -1.917 0.808 -3.677
H -2.142 2.409 -2.298
```

The lowest unoccupied orbital energy comes out at 0.8 eV. As for the net charge: 0. As for the SMILES: C=CN.C=CO. The value obtained for the HOMO-LUMO gap is 8.45 eV.

Here are the natural (NBO) charges for atoms 1 to 5, given in e: -0.563 0.018 -0.826 0.173 0.217


The following is a DFT calculation (ωB97M-V/def2-TZVPD) of 4 unconnected molecules or ions with the total composition C24H57N at a distorted geometry.

The geometry in XYZ format:
```
82
Properties=species:S:1:pos:R:3
C 3.431 -2.996 -3.609
C 1.942 -2.752 -3.100
N 1.773 -2.299 -1.639
C 2.293 -0.901 -1.548
C 1.534 0.203 -2.292
C 0.377 -2.636 -1.322
C 0.256 -4.112 -0.839
H 3.761 -1.955 -3.595
H 3.478 -3.378 -4.592
H 4.008 -3.686 -2.927
H 1.661 -3.774 -3.483
H 1.529 -2.119 -3.799
H 3.440 -0.835 -1.654
H 2.250 -0.687 -0.342
H 1.836 1.193 -2.217
H 0.546 0.164 -2.091
H 1.563 0.153 -3.381
H -0.389 -2.365 -2.039
H -0.196 -2.155 -0.530
H 0.967 -4.241 -0.239
H 0.133 -4.752 -1.714
H -0.661 -4.227 -0.428
C -0.623 0.541 2.490
C -0.429 -0.645 3.423
C -0.745 -1.979 2.851
C -0.634 -3.280 3.660
C -1.023 -4.540 2.942
C -0.819 -5.853 3.693
H -0.178 0.112 1.522
H -0.147 1.369 2.948
H -1.695 0.595 2.226
H -1.059 -0.344 4.288
H 0.564 -0.614 3.813
H -0.044 -2.126 2.048
H -1.752 -1.980 2.359
H -1.415 -3.387 4.497
H 0.310 -3.366 4.110
H -0.431 -4.519 1.927
H -2.009 -4.444 2.399
H -1.445 -5.618 4.566
H 0.272 -5.992 3.878
H -1.091 -6.702 3.294
C 4.044 2.121 1.465
C 2.618 2.359 1.580
C 2.087 3.795 1.372
C 0.598 4.178 1.333
C 0.262 5.573 0.997
C 0.680 6.484 2.127
H 4.632 2.772 1.993
H 4.502 2.400 0.438
H 4.216 1.276 1.550
H 2.318 1.903 2.376
H 2.078 1.673 0.965
H 2.610 4.293 0.499
H 2.513 4.483 1.966
H 0.350 3.772 2.375
H 0.143 3.580 0.712
H -0.731 5.414 0.705
H 0.638 6.024 0.267
H 0.228 7.318 1.971
H 1.828 6.689 2.076
H 0.345 6.148 2.970
C -4.635 -0.897 -1.218
C -3.204 -1.207 -1.742
C -2.548 -0.137 -2.820
C -2.340 1.279 -2.182
C -1.821 2.355 -3.085
C -2.127 3.773 -2.610
H -5.280 -1.577 -0.806
H -5.190 -0.537 -2.099
H -4.723 -0.133 -0.528
H -3.553 -2.261 -2.384
H -2.557 -1.317 -0.849
H -3.109 -0.101 -3.654
H -1.495 -0.357 -3.141
H -1.834 1.251 -1.137
H -3.311 1.560 -1.797
H -2.066 2.118 -4.075
H -0.694 2.210 -3.365
H -1.916 4.586 -3.323
H -1.527 4.046 -1.740
H -3.199 4.011 -2.706
```

The lowest unoccupied orbital energy comes out at 0.9 eV. As for the net charge: 0. As for the SMILES: CCN(CC)CC.CCCCCC.CCCCCC.CCCCCC. The value obtained for the HOMO-LUMO gap is 9.53 eV.

Here are the Mulliken charges for atoms 1 to 5, given in e: -1.368 -0.340 0.186 -0.650 -1.186